1.
{"formula": "C12H17Cl2N6O4Ru", "method": "ωB97M-V with the def2-TZVPD basis set", "elements": ["Ru", "O", "C", "C", "C", "C", "C", "C", "C", "O", "N", "O", "O", "H", "H", "H", "H", "C", "N", "C", "C", "N", "N", "C", "N", "N", "H", "H", "H", "H", "H", "H", "H", "H", "H", "H", "H", "Cl", "C", "Cl", "H", "H"], "coordinates": [[-0.5935, -0.5152, 0.1420], [-0.7607, -1.9989, 1.5800], [-0.0047, -2.2749, 2.5157], [1.2633, -1.6027, 2.7810], [1.9788, -1.9894, 3.8692], [3.2386, -1.3767, 4.1123], [3.8042, -0.4253, 3.2863], [3.0981, -0.0271, 2.1688], [1.8057, -0.5872, 1.9082], [1.1757, -0.1454, 0.8788], [3.9785, -1.8040, 5.3262], [5.0926, -1.3642, 5.4585], [3.3772, -2.5473, 6.0721], [-0.3005, -3.0918, 3.1763], [1.6221, -2.7484, 4.5571], [4.7795, -0.0214, 3.5288], [3.4899, 0.7132, 1.4827], [0.7263, 2.3262, -3.4588], [-0.4650, 1.4536, -3.6043], [-1.1107, 1.4232, -4.9424], [-0.8666, 0.6830, -2.6241], [-0.2325, 0.5906, -1.4445], [-1.9987, -0.0837, -2.8555], [-2.6179, -0.9749, -2.0262], [-3.6701, -1.6051, -2.5142], [-2.1948, -1.1707, -0.7827], [0.5922, 3.1860, -4.1056], [1.6305, 1.7979, -3.7548], [0.8167, 2.7043, -2.4438], [-0.7029, 2.2344, -5.5329], [-2.1840, 1.6003, -4.8671], [-0.8994, 0.4875, -5.4595], [0.6252, 1.1227, -1.4195], [-2.4007, 0.0117, -3.7742], [-4.0092, -1.4625, -3.4539], [-4.1656, -2.2928, -1.9661], [-2.7625, -1.8299, -0.2622], [-1.7593, 0.6847, 1.9480], [-2.3762, 2.4111, 1.6776], [-1.0936, 3.5030, 1.3286], [-2.8407, 2.6343, 2.6299], [-3.0853, 2.3718, 0.8640]], "forces_ev_per_angstrom": [[0.151, 0.995, 1.072], [-0.042, -0.180, -0.005], [0.196, 0.244, -0.159], [-0.509, 0.269, -0.528], [1.072, 0.108, 0.689], [-0.738, -0.442, -0.067], [0.015, 0.059, -0.020], [-0.480, -0.328, -0.116], [0.539, 0.118, 0.375], [-1.045, -0.126, -0.928], [0.110, -0.199, 0.490], [-0.147, -0.012, -0.127], [0.094, 0.171, -0.243], [0.002, -0.047, 0.088], [0.092, 0.024, 0.018], [-0.007, -0.003, 0.006], [-0.037, -0.008, 0.004], [-0.255, -0.112, -0.071], [0.181, 0.412, -0.493], [0.135, 0.042, 0.237], [0.179, -0.228, 0.633], [-0.159, -0.164, -0.472], [0.107, -0.032, 0.193], [0.031, 0.143, 0.060], [-0.072, -0.088, -0.013], [0.318, -0.026, 0.129], [-0.014, 0.024, -0.050], [0.030, -0.075, 0.007], [-0.047, 0.021, 0.016], [0.049, 0.025, -0.018], [-0.020, 0.051, 0.019], [0.012, -0.057, 0.022], [0.025, 0.179, 0.017], [-0.040, 0.008, -0.103], [-0.014, 0.000, -0.026], [-0.025, -0.016, 0.012], [-0.110, -0.071, 0.009], [0.210, -0.693, -0.433], [0.216, 0.222, -0.289], [0.160, 0.056, -0.051], [-0.048, -0.091, 0.171], [-0.116, -0.174, -0.055]], "mulliken_charge": [0.6441, -0.4536, -0.2033, 0.4715, -0.5230, -0.1922, -0.5056, -0.5399, 0.6913, -0.3695, 0.9964, -0.5197, -0.5364, 0.5285, 0.5803, 0.5685, 0.5116, -1.0733, 0.0873, -1.0088, 0.6503, -0.2837, -0.0096, 0.6811, -0.3168, -0.1497, 0.3367, 0.3896, 0.4425, 0.2818, 0.4499, 0.4147, -0.1032, 0.0966, 0.2028, 0.2236, 0.1273, 0.1004, -0.3438, -0.0434, 0.3923, 0.3063], "charge": 3, "total_energy_ha": -2111.08615, "e_above_lowest_kj_mol": 25.21, "gap_ev": [4.977, 5.143], "e_homo_ev": [-18.4, -18.5]}

2.
{"formula": "C12H17Cl3F3GaGeN3S2", "method": "ωB97M-V with the def2-TZVPD basis set", "elements": ["Ga", "C", "C", "N", "C", "C", "S", "C", "C", "N", "H", "H", "H", "H", "H", "H", "H", "H", "H", "H", "H", "H", "H", "H", "F", "C", "F", "F", "C", "C", "C", "C", "N", "C", "S", "H", "H", "H", "Cl", "Ge", "Cl", "Cl"], "coordinates": [[-0.3563, 0.1245, -0.1204], [0.1213, -1.0026, -2.8265], [1.3323, -1.2760, -1.9436], [0.9596, -1.3595, -0.4999], [0.4244, -2.6689, -0.0280], [-1.0006, -2.9671, -0.4711], [-2.1592, -1.5741, -0.1824], [-2.7916, -1.2031, -1.8539], [-2.1429, 0.0228, -2.4926], [-0.6878, 0.0857, -2.2314], [-0.5005, -1.8869, -2.9302], [0.4601, -0.7374, -3.8282], [2.0522, -0.4589, -2.0302], [1.8324, -2.1942, -2.2539], [1.8215, -1.2039, 0.0387], [0.4804, -2.6456, 1.0615], [1.0823, -3.4696, -0.3713], [-1.3767, -3.8061, 0.1125], [-1.0643, -3.2513, -1.5177], [-3.8614, -1.0351, -1.7429], [-2.6729, -2.1063, -2.4501], [-2.5747, 0.9335, -2.0752], [-2.3482, 0.0168, -3.5650], [-0.3499, 0.9778, -2.5887], [-0.1260, 4.7111, 2.1770], [-1.3094, 4.2172, 2.5602], [-2.2002, 4.5059, 1.6043], [-1.6777, 4.8245, 3.6806], [-1.2170, 2.7172, 2.7537], [-1.4603, 2.1244, 3.9805], [-1.3570, 0.7422, 4.1249], [-1.0255, -0.0119, 3.0256], [-0.7910, 0.5644, 1.8345], [-0.8670, 1.9042, 1.6838], [-0.4210, 2.4144, 0.0602], [-1.7270, 2.7447, 4.8261], [-1.5368, 0.2669, 5.0778], [-0.9461, -1.0902, 3.0713], [3.4173, -0.5118, 1.4877], [2.4724, 1.4473, 1.1319], [2.4113, 2.5090, 2.9740], [3.5835, 2.4414, -0.3906]], "forces_ev_per_angstrom": [[-0.478, 0.010, -0.289], [0.002, -0.002, -0.046], [0.012, -0.019, 0.006], [0.111, 0.012, 0.104], [0.038, 0.052, 0.021], [-0.058, -0.034, 0.044], [0.063, 0.087, -0.041], [0.012, -0.044, -0.025], [-0.006, 0.030, 0.000], [0.158, 0.060, 0.001], [-0.009, 0.003, -0.013], [-0.020, -0.003, -0.006], [0.008, -0.006, -0.002], [0.015, 0.006, 0.014], [-0.033, 0.020, 0.021], [0.014, -0.011, 0.003], [-0.006, -0.012, 0.012], [0.003, -0.012, -0.012], [-0.019, -0.001, -0.003], [-0.002, 0.005, -0.011], [-0.007, -0.010, 0.017], [-0.006, 0.007, -0.017], [-0.005, -0.005, 0.002], [-0.023, 0.011, 0.021], [0.029, 0.006, -0.014], [0.015, -0.001, 0.030], [-0.045, 0.010, -0.029], [-0.013, 0.001, 0.037], [0.009, 0.031, -0.057], [0.001, -0.030, -0.014], [-0.015, 0.029, 0.025], [-0.044, 0.023, -0.017], [0.220, 0.039, 0.058], [0.036, -0.044, 0.168], [-0.056, -0.235, 0.037], [0.000, 0.001, 0.001], [-0.001, -0.007, -0.004], [0.008, 0.001, 0.008], [-0.054, 0.077, -0.016], [0.154, 0.050, 0.018], [0.018, -0.055, -0.119], [-0.027, -0.043, 0.087]], "mulliken_spin": [0.0206, 0.0011, 0.0106, 0.0305, 0.0110, 0.0000, 0.0012, 0.0000, 0.0011, 0.0069, -0.0001, 0.0002, -0.0023, 0.0017, -0.0209, -0.0036, -0.0003, -0.0001, 0.0001, -0.0002, 0.0000, 0.0002, 0.0004, 0.0014, -0.0003, 0.0048, 0.0002, 0.0002, 0.0165, 0.0066, -0.0011, 0.0156, -0.0121, 0.0198, 0.0626, 0.0000, 0.0001, -0.0002, 0.1266, 0.4882, 0.1064, 0.1065], "multiplicity": 2, "charge": 2, "total_energy_ha": -7109.61921, "e_above_lowest_kj_mol": 0.00, "gap_ev": [7.976, 7.238], "e_homo_ev": [-14.4, -15.5]}

3.
{"formula": "C12H17ClNO4", "method": "ωB97M-V with the def2-TZVPD basis set", "elements": ["C", "C", "C", "C", "C", "C", "C", "N", "C", "C", "C", "O", "C", "O", "O", "C", "O", "H", "H", "H", "H", "H", "H", "H", "H", "H", "H", "H", "H", "H", "H", "H", "H", "H", "Cl"], "coordinates": [[2.7005, -2.1365, 0.5817], [2.7932, -0.6264, 0.2736], [1.6306, 0.1361, 0.9535], [1.1679, 1.3315, 0.1006], [0.9194, 2.6277, 0.9174], [0.0179, 1.0168, -0.7991], [-1.1249, 0.3320, -0.6549], [-1.6065, -0.3597, 0.4748], [-1.6666, 0.4584, 1.7009], [-2.8782, -1.0085, 0.2096], [-2.7659, -2.4014, -0.3380], [-3.9363, -0.4738, 0.4028], [-1.8345, 0.4319, -1.9697], [-2.8174, -0.1369, -2.3466], [-1.1952, 1.3329, -2.7554], [0.0603, 1.5559, -2.1849], [0.9779, 2.0863, -2.6948], [3.6776, -2.6169, 0.6046], [2.0776, -2.6014, -0.1814], [2.2162, -2.2718, 1.5505], [2.6906, -0.4881, -0.8034], [3.7474, -0.2281, 0.6168], [2.0466, 0.5586, 1.8753], [0.8270, -0.5424, 1.2298], [1.9949, 1.5767, -0.5671], [0.5017, 2.3845, 1.8922], [1.8516, 3.1805, 1.0275], [0.2379, 3.2624, 0.3499], [-0.9190, 0.0982, 2.4087], [-1.5191, 1.5151, 1.4979], [-2.6335, 0.3375, 2.1855], [-3.7276, -2.6612, -0.7734], [-2.4951, -3.0975, 0.4550], [-2.0380, -2.4266, -1.1487], [1.0209, -0.1458, -4.0912]], "forces_ev_per_angstrom": [[0.002, 0.559, -0.061], [-0.836, -0.670, 0.088], [0.999, 0.623, 0.007], [0.086, -0.048, 0.261], [-0.087, -0.386, -0.536], [0.027, -0.124, 0.272], [0.968, -0.066, -0.053], [-0.945, 0.515, -0.100], [0.097, -0.271, 0.336], [-0.234, -0.282, -0.718], [-0.207, 0.251, -0.474], [0.167, -0.011, 0.689], [-0.416, 0.066, -0.504], [-0.087, -0.082, 0.331], [0.287, 0.041, -0.064], [-0.239, -0.223, 0.627], [-0.183, 1.711, 0.114], [-0.023, -0.098, -0.087], [0.014, -0.195, 0.077], [0.112, -0.200, 0.071], [0.309, 0.022, -0.060], [0.023, 0.139, -0.146], [-0.251, -0.150, 0.200], [-0.121, 0.012, -0.161], [-0.079, -0.057, -0.167], [-0.065, 0.206, 0.069], [0.036, -0.068, 0.224], [-0.076, 0.144, 0.220], [0.172, 0.211, -0.056], [0.043, 0.022, -0.052], [-0.090, 0.024, -0.177], [-0.051, -0.116, 0.160], [0.136, -0.011, -0.017], [0.236, -0.077, 0.208], [0.275, -1.409, -0.517]], "mulliken_charge": [-1.3245, -0.3990, -0.8887, 0.6709, -1.7182, -0.1663, 1.3057, 0.2020, -1.0511, 0.6917, -1.2332, -0.5708, 0.5211, -0.5519, -0.2701, -1.2284, -0.4476, 0.3956, 0.3073, 0.3120, 0.3788, 0.3872, 0.2801, 0.3446, 0.5728, 0.4409, 0.4020, 0.3693, 0.2570, 0.3087, 0.4647, 0.3596, 0.3310, 0.3640, -0.8171], "charge": -1, "total_energy_ha": -1283.42840, "gap_ev": 6.423, "e_homo_ev": -3.6}